Entry 1:
An isolated molecule of C14H17N7O2S in a non-equilibrium geometry, computed with ωB97M-V with the def2-TZVPD basis set.

Properties
- HOMO-LUMO gap: 8.187 eV
- SMILES: [H]/N=C(/N)N[C@H](C)C(=O)Nc1nc(C(C)=O)c(-c2cncc(N)c2)s1

The geometry in ORCA input format:
```
! RIJCOSX wB97M-V def2-TZVPD def2/J DEFGRID3
* xyz 0 1
C 3.3117 -2.7788 -3.8341
C -5.7352 2.2833 -0.1565
H -2.4648 2.2107 -0.2995
H -6.4520 3.0307 0.1575
C -1.5342 -0.5546 0.7095
C -6.0055 0.8593 -0.1283
C 3.7809 -0.1762 -1.4540
H -0.3769 0.7371 3.5984
C -1.5149 0.2332 1.9125
C 1.3882 -1.8320 -2.3684
H -5.1500 -1.1332 -0.0984
N -4.4451 2.7801 -0.3400
H 3.1731 -2.6352 -1.7503
H 3.7644 -0.2254 -3.3332
H -0.0108 -0.8449 2.9150
N 3.7151 -0.9097 -2.5575
C -3.6991 0.4023 -0.2248
N 0.7583 -2.1017 -1.2229
H -8.1132 0.8636 0.0641
H 0.6439 0.6799 2.1131
H 1.3495 -2.0242 -0.4037
C -4.9606 -0.1074 -0.2220
N 4.0731 1.0533 -1.6724
O -2.4895 0.5523 2.6057
C -0.1644 0.2670 2.7160
H 4.1678 -1.4212 -0.0426
N -7.3206 0.2781 -0.0885
S -2.1317 -1.5669 -1.5890
N -0.3928 -1.2392 0.3693
H -7.3015 -0.6552 0.3912
C -3.5155 1.8102 -0.3662
C 2.8772 -2.1147 -2.5587
O 0.7775 -1.5474 -3.3910
N 3.5025 -0.6440 -0.1691
H 3.5431 0.2162 0.4016
H 2.8989 -3.7912 -3.8767
C -2.5150 -0.5503 -0.2460
H 4.2454 1.2998 -2.6058
C -0.5039 -1.7058 -0.8466
H 4.4095 -2.9200 -3.8685
H 3.0938 -2.1637 -4.6729
*
```

Entry 2:
A structure of composition C14H17NO3PrS in a non-equilibrium geometry, computed with ωB97M-V with the def2-TZVPD basis set.

Properties
- HOMO-LUMO gap (spin up / spin down): 5.269 / 5.415 eV
- Expectation value of S²: 2.003

The geometry in ORCA input format:
```
! RIJCOSX wB97M-V def2-TZVPD def2/J DEFGRID3
* xyz -1 3
H -3.0373 -0.4429 -2.1851
H 2.7898 4.0550 4.8796
C 0.8036 1.9867 1.0046
C 0.1500 -4.0764 -1.0357
H 1.2004 0.3933 2.4007
H -1.0669 -4.6330 -2.8453
C 1.4224 4.2020 1.7321
C 2.4712 4.6098 3.9847
O 0.4116 1.3612 -1.6292
C -2.5813 -1.3180 -2.6208
Pr -0.9469 -1.9208 -1.2467
H -3.2216 -4.0607 -1.3049
O -1.3888 0.8316 -0.1794
C 0.8825 3.3623 0.7624
H -3.2494 -2.0444 -3.0058
C -1.0459 -4.3261 -1.8231
C 1.7981 2.3093 3.1746
H 0.7302 -1.3244 -3.5354
H -1.4884 -1.5742 -4.4926
C -2.1989 -4.0082 -1.0022
H 1.4834 5.2787 1.5353
H 1.7150 5.3563 4.2812
C -1.7209 -3.5718 0.2989
H 2.1562 1.8830 4.1189
H 1.1588 -4.1717 -1.3748
C 1.8870 3.6867 2.9483
C -0.2680 -3.6104 0.2770
C 1.2602 1.4637 2.2106
C -1.3857 -0.9938 -3.5653
H 3.3465 5.1311 3.5616
H 0.3808 -3.2988 1.0671
H -1.3677 0.0799 -3.8119
N -0.0151 -1.3262 -3.0225
H -2.3271 -3.2246 1.1063
H 0.5275 3.7766 -0.1792
O 0.6385 -0.6938 -0.1745
S 0.0962 0.8531 -0.3098
*
```

Entry 3:
An isolated molecule of C14H17NO3SSi in a non-equilibrium geometry, computed with ωB97M-V with the def2-TZVPD basis set.

Properties
- HOMO-LUMO gap: 9.426 eV
- SMILES: C[Si](C)(O)c1ccc(NS(=O)(=O)c2ccccc2)cc1

The geometry in ORCA input format:
```
! RIJCOSX wB97M-V def2-TZVPD def2/J DEFGRID3
* xyz 0 1
O 2.7135 0.9422 1.1879
C 2.1197 0.4811 4.7246
C 1.7389 0.9656 5.9589
H 2.2596 0.6685 6.8402
O 0.1148 -0.0994 -5.3351
C -1.2694 -0.4945 -0.1997
H 2.0097 0.2620 -0.4798
C -1.0384 -2.7158 -4.5138
H -2.0216 -0.7259 0.5379
H -2.5769 -0.7640 -1.9085
H 2.9476 -0.2277 4.6682
S 1.8623 0.0472 2.0120
H -0.0875 -3.1194 -4.7164
N 0.2358 -0.1968 1.6349
C 0.4432 1.7504 3.6210
C 0.6980 1.8607 6.0212
C 0.7014 -0.0841 -2.1073
C 0.0375 2.2668 4.8580
C 0.9977 0.0097 -0.7634
C -1.5727 -0.5719 -1.5412
H 0.7232 0.6223 -5.0387
H -3.4659 -0.4288 -4.3773
H -0.0873 1.9674 2.6960
H 0.1246 -1.0478 2.1530
C -0.5764 -0.4504 -2.5018
H -0.7187 3.0390 4.9251
H -1.4786 -3.1354 -3.5865
H 0.4821 2.3547 6.9445
H -2.5571 1.0984 -4.5787
Si -0.9956 -0.8194 -4.2882
C -2.5936 0.0473 -4.8353
H -2.7135 0.0148 -5.9056
C 1.4600 0.8391 3.5651
H 1.4274 0.1549 -2.8844
H -1.6640 -2.9224 -5.4058
O 2.2767 -1.3405 2.3718
C 0.0436 -0.2479 0.2474
*
```

Entry 4:
A cluster of 3 separate species, C14H17NO5 in total in a non-equilibrium geometry, computed with ωB97M-V with the def2-TZVPD basis set.

Properties
- HOMO-LUMO gap: 7.849 eV
- SMILES: O=C1NC(=O)c2c(O)cccc21.CC(C)=O.CC(C)=O

The geometry in ORCA input format:
```
! RIJCOSX wB97M-V def2-TZVPD def2/J DEFGRID3
* xyz 0 1
H 1.9155 -0.1082 -1.3124
C 3.8366 2.4933 -2.1958
N 4.0822 4.0090 -2.3502
H 1.3722 -6.1868 1.9801
C -1.6150 -0.7179 2.6892
C -2.6398 -0.3451 1.6515
C -0.2907 1.0843 -1.5132
C 2.2300 2.2172 -2.0224
H -4.4207 -0.2520 2.8342
H -3.5977 1.3238 2.5877
C -0.1314 3.8602 -2.3298
H -4.5253 0.5793 1.2664
C 1.3697 0.8947 -1.5768
C 1.5996 -5.2576 1.4515
C 2.7375 4.6177 -2.7992
H 2.4603 -4.7818 1.9336
H 4.3413 4.4857 -1.4347
O 0.4995 -3.2244 2.0489
C -0.8732 -4.8062 0.9020
O 4.8465 1.6080 -2.2205
H -1.6398 -4.0333 1.0224
C 1.4908 3.6322 -2.3953
H 1.8531 -5.4650 0.4089
H -0.7299 -4.9934 -0.1650
H -1.2369 0.1831 3.1784
C -1.0404 2.5377 -1.8617
O 2.5859 5.7720 -3.4723
C 0.4162 -4.3296 1.5156
H -2.2222 2.6586 -1.7891
H -1.2107 -5.7152 1.4061
C -3.8751 0.3740 2.1236
O -2.4742 -0.6175 0.4636
H -0.7777 -1.2311 2.2042
O -0.7045 5.1824 -2.6419
H -2.0598 -1.3926 3.4249
H -0.9762 0.1812 -1.1858
H -0.5959 5.7630 -1.8266
*
```